{"formula": "C47H43N4", "method": "wB97M-V/def2-TZVPD", "symbols": ["C", "C", "C", "C", "N", "C", "C", "C", "C", "C", "C", "C", "C", "C", "C", "C", "C", "C", "C", "C", "N", "C", "C", "C", "C", "C", "C", "C", "C", "C", "C", "C", "C", "C", "C", "C", "C", "C", "C", "H", "H", "H", "H", "H", "H", "H", "H", "H", "H", "H", "H", "H", "H", "H", "H", "H", "H", "H", "H", "H", "H", "H", "H", "H", "H", "H", "H", "H", "C", "N", "C", "C", "C", "C", "C", "C", "C", "C", "N", "C", "H", "H", "H", "H", "H", "H", "H", "H", "H", "H", "H", "H", "H", "H"], "positions_angstrom": [[-6.58, 0.91, -2.86], [-6.99, 0.80, -1.53], [-6.42, -0.17, -0.70], [-5.41, -0.99, -1.21], [-4.74, -1.91, -0.35], [-5.22, -3.24, -0.35], [-4.96, -4.09, -1.43], [-5.59, -5.34, -1.50], [-6.48, -5.73, -0.50], [-6.76, -4.86, 0.56], [-6.13, -3.62, 0.64], [-3.63, -1.48, 0.35], [-3.53, -0.14, 0.76], [-2.33, 0.36, 1.26], [-1.16, -0.42, 1.19], [0.21, 0.08, 1.67], [1.49, -0.57, 1.05], [2.72, -0.41, 1.70], [3.90, -0.87, 1.15], [3.89, -1.71, 0.03], [5.11, -2.14, -0.51], [5.32, -3.45, -1.02], [5.09, -3.73, -2.37], [5.37, -5.00, -2.87], [5.89, -5.99, -2.03], [6.17, -5.69, -0.69], [5.89, -4.42, -0.19], [6.14, -1.18, -0.72], [7.35, -1.28, -0.03], [8.35, -0.33, -0.25], [8.19, 0.66, -1.22], [7.01, 0.70, -1.97], [5.97, -0.19, -1.70], [2.65, -2.03, -0.55], [1.50, -1.36, -0.11], [-1.30, -1.78, 0.92], [-2.52, -2.33, 0.51], [-5.05, -0.95, -2.56], [-5.64, 0.01, -3.39], [-7.00, 1.69, -3.50], [-7.76, 1.46, -1.12], [-6.71, -0.29, 0.34], [-4.28, -3.75, -2.22], [-5.38, -6.00, -2.34], [-6.96, -6.71, -0.55], [-7.48, -5.14, 1.33], [-6.35, -2.92, 1.44], [-4.39, 0.52, 0.65], [-2.33, 1.37, 1.66], [0.23, -0.29, 2.72], [2.80, 0.12, 2.65], [4.86, -0.58, 1.58], [4.70, -2.93, -3.01], [5.17, -5.21, -3.92], [6.07, -6.99, -2.41], [6.60, -6.44, -0.04], [6.13, -4.15, 0.85], [7.48, -2.10, 0.68], [9.26, -0.37, 0.35], [8.98, 1.39, -1.40], [6.88, 1.45, -2.76], [5.03, -0.16, -2.26], [2.63, -2.73, -1.38], [0.59, -1.46, -0.70], [-0.45, -2.45, 1.02], [-2.60, -3.37, 0.23], [-4.31, -1.66, -2.93], [-5.35, 0.06, -4.44], [0.75, 6.64, 0.39], [-0.46, 6.30, 1.07], [-1.42, 7.38, 1.11], [-2.69, 6.76, 1.70], [-2.44, 5.24, 1.74], [-1.12, 4.99, 0.93], [-0.22, 3.86, 1.45], [0.66, 4.24, 2.46], [1.35, 3.25, 3.15], [1.12, 1.93, 2.86], [0.34, 1.53, 1.81], [-0.32, 2.51, 1.09], [1.55, 5.93, 0.60], [0.61, 6.72, -0.71], [1.04, 7.64, 0.76], [-1.03, 8.22, 1.70], [-1.62, 7.77, 0.09], [-2.88, 7.16, 2.70], [-3.54, 7.00, 1.05], [-2.30, 4.93, 2.78], [-3.27, 4.66, 1.31], [-1.41, 4.80, -0.12], [0.77, 5.29, 2.71], [2.04, 3.48, 3.95], [1.55, 1.12, 3.46], [-0.93, 2.17, 0.25]], "lowdin_charge": [-0.084, -0.072, -0.028, -0.235, -0.030, -0.234, -0.019, -0.071, -0.079, -0.073, -0.006, -0.191, 0.009, -0.046, -0.170, -0.154, -0.156, -0.042, 0.012, -0.200, -0.033, -0.230, -0.018, -0.073, -0.080, -0.074, -0.013, -0.234, -0.012, -0.073, -0.086, -0.078, -0.011, 0.021, -0.030, -0.042, 0.023, -0.004, -0.070, 0.105, 0.107, 0.123, 0.109, 0.106, 0.108, 0.107, 0.119, 0.109, 0.103, 0.166, 0.091, 0.124, 0.119, 0.105, 0.107, 0.106, 0.116, 0.113, 0.107, 0.105, 0.105, 0.119, 0.116, 0.112, 0.118, 0.121, 0.112, 0.107, -0.079, -0.240, -0.194, -0.142, -0.107, -0.237, -0.099, 0.029, 0.015, -0.011, 0.029, 0.076, 0.079, 0.096, 0.100, 0.126, 0.123, 0.112, 0.111, 0.117, 0.113, 0.156, 0.134, 0.129, 0.130, 0.153], "lumo_ev": -3.6, "total_charge": 1, "homo_lumo_gap_ha": 0.234, "homo_ev": -9.93, "total_energy_ev": -55390.3736, "relative_energy_kcal_mol": 0.0}

***

{"formula": "C47H44BrFeN4O3P2STe", "method": "wB97M-V/def2-TZVPD", "symbols": ["Fe", "O", "S", "C", "C", "C", "C", "C", "C", "P", "C", "C", "C", "C", "C", "C", "C", "C", "C", "C", "C", "C", "C", "C", "C", "C", "C", "C", "P", "C", "C", "C", "C", "C", "C", "C", "C", "C", "C", "C", "C", "H", "H", "H", "H", "H", "H", "H", "H", "H", "H", "H", "H", "H", "H", "H", "H", "H", "H", "H", "H", "H", "H", "H", "H", "H", "H", "H", "H", "Br", "C", "C", "C", "C", "C", "N", "C", "O", "O", "H", "H", "H", "Te", "C", "N", "C", "C", "N", "N", "C", "C", "H", "H", "H", "H", "H", "H", "H", "H", "H", "H", "H", "H", "H"], "positions_angstrom": [[-0.04, -0.43, -0.31], [-2.60, -3.08, -0.26], [-2.16, -1.81, 0.36], [-3.72, -0.87, 0.36], [-4.84, -1.63, 0.68], [-6.11, -1.14, 0.45], [-6.26, 0.10, -0.15], [-5.14, 0.86, -0.46], [-3.85, 0.41, -0.18], [-2.27, 1.33, -0.38], [-2.39, 2.40, 1.11], [-3.35, 2.22, 2.11], [-3.46, 3.13, 3.15], [-2.61, 4.22, 3.22], [-1.63, 4.39, 2.24], [-1.53, 3.49, 1.19], [-2.63, 2.62, -1.63], [-3.62, 3.59, -1.43], [-3.86, 4.56, -2.39], [-3.08, 4.60, -3.55], [-2.06, 3.68, -3.71], [-1.83, 2.71, -2.75], [-1.93, -2.20, 2.12], [-2.54, -3.38, 2.51], [-2.41, -3.82, 3.82], [-1.66, -3.09, 4.72], [-1.00, -1.94, 4.30], [-1.11, -1.47, 2.99], [-0.18, 0.05, 2.48], [0.37, 0.71, 4.09], [1.56, 0.34, 4.70], [1.92, 0.90, 5.92], [1.09, 1.83, 6.53], [-0.10, 2.21, 5.92], [-0.45, 1.66, 4.69], [1.36, -0.66, 1.78], [2.35, 0.36, 1.32], [3.34, -0.59, -0.72], [3.38, -1.87, -0.35], [2.36, -2.61, 0.42], [1.44, -1.95, 1.39], [-4.71, -2.63, 1.07], [-6.98, -1.73, 0.71], [-7.25, 0.49, -0.38], [-5.27, 1.82, -0.93], [-4.03, 1.39, 2.07], [-4.21, 2.98, 3.91], [-2.69, 4.94, 4.03], [-0.95, 5.23, 2.28], [-0.78, 3.64, 0.42], [-4.18, 3.61, -0.51], [-4.63, 5.30, -2.23], [-3.26, 5.36, -4.29], [-1.41, 3.74, -4.58], [-0.98, 2.06, -2.85], [-3.07, -3.96, 1.77], [-2.90, -4.74, 4.13], [-1.54, -3.42, 5.74], [-0.38, -1.40, 5.00], [2.21, -0.39, 4.24], [2.86, 0.61, 6.38], [1.38, 2.27, 7.48], [-0.74, 2.95, 6.38], [-1.35, 1.98, 4.20], [1.97, 1.36, 1.52], [4.09, -0.16, -1.36], [4.18, -2.48, -0.76], [2.76, -3.52, 0.87], [0.71, -2.66, 1.78], [4.35, -1.20, 2.90], [3.74, 0.29, 1.84], [4.72, 1.12, 1.37], [4.62, 2.11, 0.37], [3.57, 2.38, -0.51], [2.46, 1.61, -0.79], [2.34, 0.30, -0.25], [1.19, 2.30, -1.05], [1.11, 3.39, -1.64], [0.15, 1.69, -0.56], [5.70, 1.00, 1.81], [5.47, 2.80, 0.34], [3.60, 3.35, -1.01], [0.83, -3.25, -1.04], [-2.69, 0.14, -4.87], [-1.81, -0.47, -3.89], [-2.37, -1.57, -3.14], [-0.51, -0.08, -3.68], [0.04, -0.23, -2.53], [0.12, 0.53, -4.77], [1.33, 1.29, -4.51], [0.15, -0.20, -6.02], [-3.60, 0.49, -4.37], [-2.98, -0.57, -5.65], [-2.20, 0.99, -5.33], [-2.64, -2.40, -3.80], [-3.28, -1.26, -2.61], [-1.65, -1.92, -2.41], [1.05, -0.07, -2.58], [1.20, 1.97, -3.67], [1.56, 1.87, -5.40], [2.19, 0.64, -4.29], [-0.67, -0.91, -6.08], [1.09, -0.76, -6.12], [0.08, 0.49, -6.87]], "mulliken_spin": [3.580, -0.012, 0.002, 0.012, 0.002, 0.001, -0.001, -0.002, -0.008, 0.113, 0.009, -0.001, -0.002, 0.002, -0.001, 0.002, 0.000, -0.003, 0.001, 0.000, 0.000, 0.013, 0.009, 0.003, 0.000, 0.000, -0.005, 0.015, -0.027, -0.006, 0.005, 0.000, 0.001, -0.001, 0.005, 0.173, -0.034, 0.009, 0.032, 0.001, 0.004, 0.000, 0.000, 0.000, 0.001, 0.001, 0.000, 0.000, 0.000, 0.002, 0.001, 0.000, 0.000, 0.000, 0.011, -0.001, 0.000, 0.000, 0.000, -0.001, 0.000, 0.000, 0.000, -0.003, -0.004, 0.001, -0.001, -0.002, -0.010, 0.001, -0.002, -0.002, 0.001, -0.002, 0.007, -0.052, 0.047, 0.008, -0.060, 0.000, 0.000, 0.001, 0.069, -0.001, 0.001, 0.001, -0.011, 0.104, 0.004, 0.004, 0.000, 0.000, 0.000, 0.000, -0.001, 0.000, 0.000, -0.006, 0.001, 0.000, -0.002, 0.000, 0.000, 0.000], "lumo_ev": [2.2, 2.2], "total_charge": -1, "homo_lumo_gap_ha": [0.202, 0.202], "homo_ev": [-3.29, -3.29], "spin_multiplicity": 5, "total_energy_ev": -202691.3909, "relative_energy_kcal_mol": 74.1}

***

{"formula": "C47H44FN9O3S3SiTl", "method": "wB97M-V/def2-TZVPD", "symbols": ["Tl", "C", "O", "C", "C", "C", "C", "C", "C", "C", "N", "C", "C", "N", "C", "C", "C", "C", "N", "C", "C", "N", "C", "C", "C", "C", "H", "H", "H", "H", "H", "H", "H", "H", "H", "H", "H", "H", "H", "H", "C", "Si", "C", "C", "N", "C", "C", "C", "C", "C", "C", "F", "H", "H", "H", "H", "H", "H", "H", "H", "H", "H", "H", "H", "H", "S", "C", "C", "C", "C", "C", "C", "S", "H", "H", "H", "H", "C", "N", "C", "C", "C", "O", "N", "C", "O", "H", "H", "H", "H", "H", "N", "C", "S", "N", "C", "C", "C", "C", "C", "C", "H", "H", "H", "H", "H", "H", "H", "H"], "positions_angstrom": [[20.87, 12.84, 11.26], [11.27, 18.47, 19.54], [11.95, 19.21, 18.59], [12.88, 18.53, 17.84], [13.47, 19.26, 16.77], [14.52, 18.70, 16.09], [15.03, 17.41, 16.43], [14.32, 16.65, 17.39], [13.25, 17.23, 18.07], [16.29, 16.88, 15.88], [17.40, 17.54, 15.73], [18.36, 16.62, 15.32], [17.80, 15.37, 15.29], [16.50, 15.54, 15.67], [18.58, 14.18, 15.01], [18.08, 12.86, 15.26], [18.96, 11.80, 15.30], [20.30, 12.12, 15.16], [20.79, 13.35, 14.94], [19.98, 14.39, 14.87], [20.57, 15.73, 14.80], [21.91, 15.83, 14.65], [22.42, 17.02, 14.58], [21.69, 18.22, 14.61], [20.33, 18.14, 14.88], [19.76, 16.81, 14.97], [10.47, 19.06, 19.99], [11.88, 18.01, 20.30], [10.72, 17.60, 19.11], [12.99, 20.23, 16.45], [15.09, 19.25, 15.32], [14.62, 15.67, 17.71], [12.71, 16.69, 18.86], [15.79, 14.89, 15.60], [17.01, 12.77, 15.39], [18.56, 10.77, 15.46], [21.06, 11.33, 15.11], [23.53, 17.07, 14.38], [22.24, 19.14, 14.60], [19.64, 18.99, 14.91], [20.40, 15.74, 8.32], [21.75, 14.40, 8.47], [23.36, 14.78, 7.54], [21.04, 12.83, 7.72], [22.13, 14.09, 10.13], [23.42, 14.43, 10.56], [23.80, 15.75, 10.74], [25.14, 16.10, 10.89], [26.12, 15.11, 10.99], [25.78, 13.76, 10.87], [24.48, 13.50, 10.49], [24.21, 12.20, 10.19], [19.55, 15.46, 8.98], [19.94, 15.76, 7.31], [20.74, 16.71, 8.61], [24.15, 15.22, 8.18], [23.22, 15.51, 6.77], [23.69, 13.85, 7.08], [21.26, 12.69, 6.66], [19.97, 12.95, 7.81], [21.46, 11.88, 8.13], [23.01, 16.45, 10.72], [25.42, 17.18, 11.09], [27.09, 15.44, 11.31], [26.51, 12.92, 11.06], [18.85, 11.46, 11.54], [19.41, 10.09, 12.51], [18.47, 9.13, 12.95], [18.79, 8.15, 13.90], [20.06, 8.09, 14.45], [21.00, 9.01, 14.03], [20.73, 9.98, 13.05], [22.05, 10.99, 12.63], [17.47, 9.23, 12.57], [17.90, 7.61, 14.20], [20.34, 7.25, 15.13], [22.06, 9.01, 14.36], [17.10, 15.41, 11.89], [18.17, 16.36, 11.68], [18.09, 17.68, 11.75], [19.14, 18.53, 11.74], [20.47, 17.94, 11.61], [21.49, 18.61, 11.55], [20.53, 16.53, 11.61], [19.48, 15.78, 11.59], [19.50, 14.53, 11.70], [16.83, 14.99, 10.91], [16.24, 15.97, 12.24], [17.36, 14.63, 12.58], [17.06, 18.05, 11.89], [19.09, 19.61, 11.71], [23.83, 13.17, 14.53], [24.82, 13.42, 15.40], [25.00, 12.73, 16.86], [25.76, 14.34, 14.84], [26.79, 15.04, 15.48], [26.79, 15.39, 16.80], [27.89, 16.15, 17.26], [29.00, 16.48, 16.45], [28.95, 16.15, 15.12], [27.83, 15.49, 14.62], [23.12, 12.53, 14.82], [23.54, 14.03, 14.09], [25.69, 14.46, 13.80], [26.01, 15.05, 17.55], [28.00, 16.39, 18.32], [29.92, 16.93, 16.84], [29.70, 16.39, 14.37], [27.68, 15.22, 13.58]], "lowdin_charge": [0.632, -0.131, -0.072, -0.273, -0.003, -0.027, -0.135, -0.017, -0.037, -0.299, 0.192, -0.155, -0.148, 0.177, -0.066, -0.001, -0.051, -0.138, 0.139, -0.167, -0.171, 0.142, -0.141, -0.048, 0.016, -0.089, 0.091, 0.085, 0.103, 0.137, 0.122, 0.107, 0.104, 0.127, 0.108, 0.125, 0.075, 0.122, 0.098, 0.115, -0.153, 0.411, -0.139, -0.185, -0.200, -0.343, -0.036, -0.082, -0.132, -0.030, -0.233, 0.026, 0.028, 0.031, 0.012, 0.030, 0.010, 0.037, 0.025, 0.017, 0.048, 0.086, 0.124, 0.084, 0.141, 0.597, -0.668, -0.147, -0.131, -0.114, -0.167, -0.743, 0.625, 0.088, 0.092, 0.109, 0.103, -0.019, -0.042, -0.108, -0.007, -0.515, -0.007, 0.211, -0.540, -0.183, 0.100, 0.084, 0.072, 0.131, 0.100, 0.093, -0.913, 0.625, 0.044, -0.283, -0.064, -0.078, -0.126, -0.118, -0.021, 0.030, 0.073, 0.141, 0.078, 0.091, 0.098, 0.101, 0.084], "lumo_ev": 1.8, "total_charge": -1, "homo_lumo_gap_ha": 0.258, "homo_ev": -5.19, "total_energy_ev": -116805.8769, "relative_energy_kcal_mol": 2.6}

***

{"formula": "C47H44N2O2", "method": "wB97M-V/def2-TZVPD", "symbols": ["C", "C", "C", "C", "C", "C", "N", "C", "N", "C", "C", "C", "C", "C", "C", "C", "C", "C", "C", "C", "C", "C", "C", "H", "H", "H", "H", "H", "H", "H", "H", "H", "H", "H", "H", "H", "H", "H", "H", "H", "H", "H", "H", "H", "H", "H", "H", "C", "O", "C", "C", "C", "C", "C", "C", "C", "C", "C", "C", "C", "C", "C", "C", "C", "O", "C", "C", "C", "C", "C", "C", "C", "C", "C", "C", "H", "H", "H", "H", "H", "H", "H", "H", "H", "H", "H", "H", "H", "H", "H", "H", "H", "H", "H", "H"], "positions_angstrom": [[6.61, -0.04, 1.93], [5.18, 0.12, 2.35], [4.17, -0.61, 1.72], [2.82, -0.41, 2.05], [1.77, -1.11, 1.26], [2.49, 0.51, 3.05], [1.17, 1.05, 3.12], [-0.05, 0.41, 3.06], [-0.98, 1.34, 2.68], [-2.32, 1.12, 2.31], [-2.93, -0.04, 2.83], [-2.09, -0.84, 3.60], [-4.31, -0.31, 2.62], [-5.06, 0.59, 1.88], [-6.55, 0.39, 1.76], [-4.42, 1.68, 1.28], [-3.04, 1.95, 1.44], [-2.41, 3.06, 0.66], [-0.38, 2.60, 2.77], [0.91, 2.43, 3.03], [3.51, 1.21, 3.74], [3.26, 2.21, 4.83], [4.83, 1.01, 3.36], [7.27, 0.44, 2.67], [6.89, -1.10, 1.86], [6.81, 0.42, 0.95], [4.42, -1.32, 0.93], [1.29, -1.92, 1.83], [1.00, -0.43, 0.87], [2.23, -1.58, 0.38], [-1.85, -1.84, 3.23], [-0.11, -0.63, 2.77], [-1.86, -0.49, 4.60], [-4.73, -1.22, 3.05], [-6.96, 1.01, 0.96], [-6.79, -0.66, 1.56], [-7.07, 0.66, 2.69], [-5.00, 2.35, 0.64], [-3.01, 3.27, -0.23], [-2.37, 3.99, 1.23], [-1.39, 2.82, 0.32], [-0.92, 3.51, 2.58], [1.70, 3.16, 3.06], [4.08, 2.14, 5.56], [3.29, 3.24, 4.44], [2.32, 2.05, 5.37], [5.63, 1.59, 3.84], [-4.38, -6.92, 4.14], [-4.49, -5.51, 4.43], [-3.38, -4.84, 4.83], [-3.58, -3.53, 5.32], [-2.49, -2.73, 5.54], [-1.16, -3.13, 5.19], [-0.11, -2.16, 4.97], [1.25, -2.58, 4.85], [2.23, -2.02, 5.72], [3.37, -2.70, 6.06], [4.08, -2.40, 7.32], [3.41, -1.81, 8.43], [4.07, -1.62, 9.64], [5.42, -1.97, 9.78], [6.10, -2.52, 8.69], [5.44, -2.72, 7.48], [3.84, -3.79, 5.15], [5.02, -4.21, 5.18], [2.82, -4.38, 4.25], [2.99, -5.75, 3.73], [1.84, -6.53, 3.38], [1.96, -7.90, 3.13], [3.22, -8.51, 3.12], [4.36, -7.72, 3.31], [4.25, -6.36, 3.60], [1.65, -3.68, 4.03], [-0.98, -4.54, 5.05], [-2.06, -5.38, 4.78], [-5.39, -7.19, 3.82], [-3.65, -7.11, 3.34], [-4.09, -7.48, 5.04], [-4.60, -3.17, 5.43], [-2.66, -1.75, 5.97], [-0.25, -1.15, 5.36], [1.99, -1.08, 6.22], [2.36, -1.53, 8.33], [3.53, -1.19, 10.48], [5.94, -1.80, 10.72], [7.16, -2.80, 8.76], [5.97, -3.16, 6.64], [0.85, -6.07, 3.35], [1.06, -8.48, 2.91], [3.31, -9.59, 2.95], [5.36, -8.17, 3.24], [5.14, -5.76, 3.77], [0.97, -4.02, 3.25], [0.00, -5.00, 5.14], [-1.91, -6.42, 4.50]], "lowdin_charge": [-0.048, -0.256, 0.012, -0.179, -0.032, -0.113, 0.043, -0.011, 0.045, -0.112, -0.226, -0.104, 0.021, -0.272, -0.057, -0.008, -0.199, -0.062, -0.006, -0.011, -0.201, -0.057, 0.001, 0.077, 0.088, 0.088, 0.126, 0.077, 0.091, 0.088, 0.079, 0.108, 0.055, 0.123, 0.072, 0.081, 0.086, 0.114, 0.083, 0.079, 0.086, 0.117, 0.121, 0.092, 0.084, 0.085, 0.125, -0.060, -0.089, -0.271, -0.012, -0.052, -0.213, -0.003, -0.224, 0.000, -0.080, -0.158, -0.038, -0.098, -0.103, -0.084, -0.028, -0.268, -0.005, -0.081, -0.151, -0.038, -0.096, -0.100, -0.082, -0.026, -0.034, -0.010, -0.008, 0.091, 0.089, 0.099, 0.123, 0.109, 0.101, 0.114, 0.101, 0.096, 0.095, 0.100, 0.096, 0.085, 0.096, 0.097, 0.100, 0.100, 0.116, 0.106, 0.104], "lumo_ev": -0.8, "total_charge": 0, "homo_lumo_gap_ha": 0.169, "homo_ev": -5.44, "total_energy_ev": -56522.0944, "relative_energy_kcal_mol": 0.0}